No. 1
The following is a quantum chemistry calculation of an isolated ion of composition C17H19Cl2O5 and charge -1, from the Open Molecules 2025 dataset.

```
43
Properties=species:S:1:pos:R:3:forces:R:3
C -4.74043 2.27770 -1.48736 -0.048 0.165 0.058
C -4.39131 0.99370 -2.17359 0.288 -1.232 1.249
O -4.18424 0.05174 -0.94091 -1.479 1.114 -1.229
C -3.24299 -0.81405 -0.97583 4.583 -0.315 0.328
C -2.30269 -1.09922 0.06754 -5.109 1.253 2.502
C -2.01480 -2.46763 0.39960 3.180 -1.474 -1.763
O -1.15464 -3.10827 -0.31256 -2.103 -0.815 2.021
C -2.44458 -3.20551 1.62762 -0.060 -0.218 0.388
C -1.33267 -3.22794 2.69167 -0.337 -0.156 -0.047
C -1.14153 -1.88940 3.39156 0.505 0.270 0.187
C -0.35919 -0.81735 2.57741 0.148 -0.092 0.392
C -1.20287 0.28089 1.92615 -0.011 0.194 -0.099
C -2.48907 -0.16765 1.24159 -0.838 -0.321 0.562
O -2.74729 -1.20131 -2.13778 -0.573 0.192 0.861
H -5.01073 3.05032 -2.20352 -0.040 0.047 -0.163
H -5.57877 2.12625 -0.80397 0.088 0.088 -0.011
H -3.85879 2.61895 -0.93639 -0.188 -0.042 -0.006
H -5.18709 0.50594 -2.74681 0.176 0.290 0.106
H -3.45951 1.07234 -2.74578 -0.287 -0.358 0.347
H -3.37965 -2.80809 2.03272 0.121 0.065 0.079
H -2.62859 -4.24937 1.33039 0.025 0.387 -0.149
H -1.60720 -3.99759 3.42461 0.079 0.137 -0.003
H -0.40489 -3.56554 2.20849 -0.167 0.130 0.108
H -2.12425 -1.49755 3.69371 0.205 -0.020 -0.021
H -0.58485 -2.07427 4.32229 -0.137 0.031 -0.160
H 0.34191 -0.31995 3.27015 -0.162 -0.142 -0.263
H 0.28422 -1.29988 1.82378 -0.302 -0.020 0.142
H -1.49448 1.03437 2.67437 0.146 -0.201 0.004
H -0.57646 0.80831 1.19409 -0.145 -0.039 0.094
H -3.02946 0.72533 0.89729 0.261 -0.279 0.111
H -3.16750 -0.66551 1.96059 0.216 0.417 0.268
Cl 1.44947 1.64626 -1.24302 0.457 0.972 0.221
C 0.61002 0.40805 -2.06754 -0.220 -1.085 -0.164
C 1.16415 -0.30511 -3.08126 -0.639 0.225 0.558
C 0.48636 -1.44508 -3.73222 -2.797 -0.397 1.172
O 0.96612 -2.01874 -4.72184 1.025 -0.285 -0.933
C -0.79066 -1.79671 -3.14100 3.494 2.062 -0.665
Cl -1.64221 -3.08405 -3.76953 -0.589 -1.678 -0.732
C -1.29532 -1.21993 -1.85853 2.131 0.651 -4.409
C -0.78247 0.19696 -1.67554 -1.351 -0.563 -0.333
O -1.56547 1.09403 -1.33643 1.147 -0.117 -0.025
H 2.12038 0.01466 -3.48120 0.080 -0.225 0.053
H -0.85627 -2.10474 -1.15180 -0.770 1.385 -0.635
```
Positions in Å, forces in eV/Å.

Calculated values
**Charge**: -1
**Energy**: -1955.64111 Ha
**Molar mass**: 374.24 g mol⁻¹
**SMILES string**: CCO/C(O[C@@H]1C(=O)C(Cl)=CC([O-])=C1Cl)=C1\CCCCCCC1=O
**Frontier orbital gap**: 5.259 eV

No. 2
The following is a quantum chemistry calculation of C18H27IrN7O11P2S2 as an isolated structure, from the Open Molecules 2025 dataset.

```
68
Properties=species:S:1:pos:R:3:forces:R:3
Ir -0.29780 0.01080 -0.32858 -1.006 0.331 1.897
C -0.57023 5.66165 2.93158 0.004 0.008 0.013
C -1.39305 4.50275 2.42553 0.007 -0.021 -0.023
O -0.71001 3.94499 1.28587 -0.136 0.048 0.305
P -1.28763 2.63613 0.57968 0.173 0.095 -0.451
S -1.34802 1.01644 1.73353 0.113 -0.397 -0.326
S -0.05545 2.25432 -0.94686 0.329 0.562 -0.179
O -2.77198 3.03189 0.20082 -0.005 0.157 -0.117
C -3.23222 3.24294 -1.16326 -0.009 -0.096 0.033
C -2.80433 4.59655 -1.67975 0.004 0.006 0.017
H -1.06664 6.12510 3.78545 0.006 -0.002 -0.003
H -0.44823 6.41136 2.14988 0.001 0.000 0.007
H 0.41711 5.32186 3.24400 -0.003 0.007 -0.007
H -2.39099 4.82013 2.11816 -0.002 0.001 -0.003
H -1.49542 3.72657 3.18857 -0.009 -0.004 0.006
H -4.31412 3.15884 -1.09385 -0.010 -0.007 0.008
H -2.86352 2.42148 -1.77534 0.018 -0.015 0.003
H -3.16187 5.39542 -1.02760 -0.001 -0.003 -0.005
H -3.21927 4.75160 -2.67721 -0.003 -0.005 0.005
H -1.71809 4.66107 -1.75383 0.002 0.000 0.001
N -1.25990 -1.82517 0.32667 -0.867 2.784 0.030
N -2.64895 -1.63195 0.16639 -0.278 0.293 0.150
C -3.08443 -0.72342 -0.83027 -0.068 -0.424 0.389
O -4.25205 -0.77312 -1.17243 -0.038 0.089 -0.120
O -2.18886 0.10080 -1.24430 0.383 0.325 -0.421
H -0.89578 -2.55948 -0.25479 -1.051 0.812 1.794
H -1.05257 -2.05408 1.28942 -0.061 -0.023 -0.006
H -3.19233 -2.48278 0.18287 0.015 -0.032 0.078
O 2.04477 -1.19109 -3.61726 0.353 -0.247 0.106
C 1.20247 -1.24071 -2.74122 -0.923 0.298 -0.502
O 1.01611 -0.26441 -1.90657 -0.113 -0.278 -0.008
C 0.15888 -2.32755 -2.72490 0.119 -0.554 0.496
C -0.47112 -2.62804 -3.89335 -0.113 -0.054 -0.060
C -1.49343 -3.59633 -3.92242 0.262 -0.005 0.188
C -1.88724 -4.23736 -2.77761 -0.110 -0.027 -0.166
C -1.24568 -3.95961 -1.58048 0.289 -0.010 -0.086
C -0.11401 -3.05515 -1.48825 1.276 -1.186 -2.484
O 0.59289 -2.90795 -0.46705 2.083 -0.868 -0.651
N -1.76065 -4.62387 -0.40368 -0.484 -0.149 -0.080
O -2.56712 -5.53301 -0.55134 0.213 -0.062 0.023
O -1.45153 -4.18578 0.69740 0.010 -1.279 0.166
N -2.16846 -3.89636 -5.16543 -0.643 0.438 -0.035
O -1.87534 -3.23687 -6.14957 0.220 -0.170 -0.032
O -3.05740 -4.73511 -5.15938 0.238 -0.143 -0.010
H -0.19077 -2.11529 -4.80292 -0.003 -0.004 0.016
H -2.69909 -4.94756 -2.80069 0.018 0.000 0.016
C 4.55106 0.54474 1.60490 -0.062 0.020 0.043
N 4.29141 -0.71910 0.92990 0.028 -0.071 -0.057
C 4.01222 -1.74191 1.93403 -0.018 0.015 0.073
N 2.92297 -1.39880 2.85328 0.055 0.027 -0.010
C 3.21519 -0.10019 3.45802 -0.013 -0.008 -0.024
N 3.47278 0.97272 2.49718 0.061 0.063 0.071
C 2.26370 1.33015 1.74458 0.024 -0.076 -0.038
P 1.63563 -0.12091 0.79751 -0.260 -0.082 0.051
C 3.19723 -0.59500 -0.04134 -0.041 0.167 -0.005
C 1.63875 -1.36761 2.14479 0.025 -0.012 0.040
H 4.72322 1.32033 0.85657 0.002 0.009 0.002
H 5.45582 0.43152 2.20796 0.002 -0.011 -0.012
H 4.91699 -1.88446 2.53088 0.001 -0.002 -0.014
H 3.76921 -2.67887 1.43214 -0.006 -0.009 -0.010
H 4.10671 -0.21166 4.08017 0.006 -0.001 -0.002
H 2.37742 0.18805 4.09718 0.015 0.006 -0.005
H 2.48867 2.14043 1.04741 -0.018 0.008 0.011
H 1.49063 1.68656 2.42774 -0.007 -0.010 -0.013
H 3.44647 0.15250 -0.79752 -0.033 -0.040 0.005
H 3.02975 -1.53312 -0.55977 0.019 -0.197 -0.072
H 1.43005 -2.34157 1.69400 0.003 0.021 0.034
H 0.83753 -1.13442 2.85469 0.021 -0.007 -0.037
```
Positions in Å, forces in eV/Å.

Calculated values
**Charge**: -1
**Energy**: -3496.51888 Ha
**Molar mass**: 835.75 g mol⁻¹
**Frontier orbital gap**: 7.835 eV
**Energy relative to the best compared isomer or geometry (same formula, charge and spin)**: 8.4 kcal per mole

No. 3
The following is a quantum chemistry calculation of a 2-piece molecular cluster, C4H13NOS overall, from the Open Molecules 2025 dataset.

```
20
Properties=species:S:1:pos:R:3:forces:R:3
C -1.30895 0.43396 -2.03363 0.381 -0.134 0.169
C -0.39300 0.03103 -0.86238 0.154 0.527 -0.418
C 0.03219 1.25046 -0.03084 -0.786 0.645 0.603
C 0.43941 0.95041 1.40923 0.602 0.218 -0.199
S 2.19342 0.29942 1.44680 -1.005 -0.143 -0.325
N -1.09865 -0.93696 -0.05119 0.969 0.886 0.460
H -2.18398 0.94670 -1.63008 -0.095 -0.019 -0.022
H -0.85638 1.08473 -2.78449 0.118 -0.045 0.054
H -1.62979 -0.50477 -2.48430 -0.103 0.193 -0.294
H 0.56313 -0.33087 -1.26498 -0.432 -0.776 0.103
H -0.81581 1.95541 -0.01463 0.030 -0.134 0.209
H 0.85058 1.82072 -0.46928 -0.008 -0.174 -0.387
H -0.23519 0.26093 1.90591 0.113 -0.173 -0.121
H 0.46013 1.87127 1.99223 0.037 -0.024 -0.103
H 2.58746 1.19228 2.31846 0.488 0.374 0.574
H -0.92975 -1.90338 -0.19585 -0.171 -0.541 -0.142
H -1.99162 -0.61369 0.26968 -0.269 -0.439 -0.121
H 1.35486 -3.16578 1.35100 -0.018 -0.218 0.175
H 1.52421 -1.84572 0.65751 0.021 -0.437 -0.132
O 1.43773 -2.79616 0.47084 -0.026 0.414 -0.085
```
Positions in Å, forces in eV/Å.

Calculated values
**Energy**: -688.36547 Ha
**Molar mass**: 123.22 g mol⁻¹
**SMILES string**: C[C@H](N)CCS.O
**Frontier orbital gap**: 9.612 eV
**Energy relative to the best compared isomer or geometry (same formula, charge and spin)**: 14.6 kcal per mole

For reference, F_max by record: 0.113; 0.059; 0.027 hartree/bohr.